No. 1
Density functional theory data (ωB97M-V/def2-TZVPD) for an isolated molecule of C9H13NO.

The geometry in XYZ format:
```
24
C9H13NO (ωB97M-V/def2-TZVPD)
C -2.051 -1.102 0.421
C -0.681 -0.951 0.624
C -2.918 -0.107 -0.177
C 0.077 0.022 0.209
C -4.223 -0.235 -0.520
C 2.111 -1.238 -0.008
C 2.027 1.295 1.111
C 1.798 0.924 -1.263
C 1.487 0.258 0.051
N -2.370 1.179 -0.314
O -1.210 1.447 -0.216
H -2.587 -1.912 0.850
H -0.224 -1.872 1.171
H -4.925 0.540 -0.831
H -4.780 -1.197 -0.468
H 2.333 -1.588 1.073
H 1.571 -2.062 -0.510
H 2.974 -1.240 -0.583
H 2.934 1.876 0.907
H 2.023 0.801 2.087
H 1.133 1.919 1.193
H 2.872 1.021 -1.410
H 1.268 1.841 -1.293
H 1.362 0.379 -2.105
```

Properties
Multiplicity: 1
Orbital gap (alpha / beta) in Ha: 0.226 / 0.272
E_LUMO (alpha / beta) in eV: -0.718 / 0.186
Net charge: 0

Which charges does natural (NBO) predict for the atoms? In e, they are: -0.1617, -0.3501, -0.0128, 0.3375, -0.4371, -0.5926, -0.6009, -0.5889, -0.1791, 0.0282, -0.2565, 0.2116, 0.2354, 0.2133, 0.1926, 0.2101, 0.2266, 0.2140, 0.2256, 0.2112, 0.2272, 0.2126, 0.2223, 0.2112

=====

No. 2
Density functional theory data (ωB97M-V/def2-TZVPD) for a cluster of 2 separate species, C9H13NO2 in total.

The geometry in XYZ format:
```
25
C9H13NO2 (ωB97M-V/def2-TZVPD)
C -1.705 -1.156 -2.172
C -1.028 -0.012 -1.475
C -1.335 0.123 -0.110
C -0.751 1.138 0.657
C 0.242 1.875 0.092
O 0.809 2.930 0.782
C 0.665 1.624 -1.229
C -0.019 0.769 -2.046
H -2.478 -1.721 -1.651
H -0.966 -1.829 -2.640
H -2.122 -0.771 -3.116
H -1.916 -0.720 0.302
H -1.093 1.265 1.666
H 0.431 3.788 0.555
H 1.489 2.210 -1.620
H 0.233 0.607 -3.089
C 1.778 -0.263 1.646
C 0.709 -1.163 2.142
N 0.443 -2.321 1.430
O 0.211 -0.972 3.234
H 1.810 -0.288 0.569
H 2.770 -0.533 1.988
H 1.470 0.702 2.051
H -0.354 -2.911 1.589
H 0.709 -2.372 0.446
```

Properties
Multiplicity: 1
Orbital gap in Ha: 0.351
E_LUMO in eV: 0.725
Net charge: 0
SMILES string: Cc1ccc(O)cc1.CC(N)=O

Which charges does natural (NBO) predict for the atoms? In e, they are: -0.6402, -0.0370, -0.2017, -0.2643, 0.2764, -0.7184, -0.2496, -0.2065, 0.2240, 0.2152, 0.2210, 0.2148, 0.2410, 0.4892, 0.2215, 0.2142, -0.7165, 0.6805, -0.8351, -0.6135, 0.2137, 0.2410, 0.2529, 0.3961, 0.3814

=====

No. 3
Density functional theory data (ωB97M-V/def2-TZVPD) for an isolated molecule of C9H13NO2.

The geometry in XYZ format:
```
25
C9H13NO2 (ωB97M-V/def2-TZVPD)
O -1.077 2.760 -0.795
C -1.164 1.585 -0.442
C -2.507 0.735 -0.082
C -2.367 -0.552 0.727
C -1.271 -1.249 0.091
C 0.101 -0.615 0.163
C 1.130 -1.189 -0.767
C 2.643 -0.615 -0.309
C 2.457 0.777 0.445
C 1.163 1.536 0.120
O 1.075 2.737 0.526
N 0.095 0.768 -0.240
H -3.025 1.594 0.374
H -3.035 0.356 -0.947
H -3.366 -1.026 0.353
H -2.413 -0.549 1.791
H -1.634 -1.548 -1.021
H -1.065 -2.243 0.577
H 0.371 -0.437 1.220
H 0.585 -0.752 -1.869
H 1.083 -2.387 -0.844
H 2.955 -0.378 -1.296
H 3.392 -1.416 0.202
H 3.406 1.467 0.480
H 2.466 0.639 1.543
```

Properties
Multiplicity: 1
Orbital gap in Ha: 0.353
E_LUMO in eV: 0.622
Net charge: 0
SMILES string: O=C1CCCC2CCCC(=O)N12

Which charges does natural (NBO) predict for the atoms? In e, they are: -0.5081, 0.7258, -0.5041, -0.4158, -0.4031, -0.0913, -0.3886, -0.4127, -0.5346, 0.6779, -0.5739, -0.5300, 0.2501, 0.2305, 0.2138, 0.2245, 0.2104, 0.2279, 0.2040, 0.2230, 0.2230, 0.2139, 0.2324, 0.2645, 0.2404

=====

No. 4
Density functional theory data (ωB97M-V/def2-TZVPD) for a cluster of 2 separate species, C9H13NO2 in total.

The geometry in XYZ format:
```
25
C9H13NO2 (ωB97M-V/def2-TZVPD)
C -2.054 2.408 -2.387
C 0.727 1.721 0.753
C 0.235 3.051 0.530
C 0.277 0.589 0.002
C -0.663 3.263 -0.461
C -0.608 0.879 -0.972
C -1.151 2.181 -1.243
O 1.550 1.467 1.726
H 1.727 2.145 2.398
H 0.513 3.779 1.283
H 0.496 -0.375 0.427
H -1.035 4.275 -0.569
H -0.959 0.148 -1.698
H -3.059 2.029 -2.185
H -1.666 1.956 -3.306
H -2.108 3.435 -2.638
C -0.842 -3.166 0.021
C 0.488 -3.684 0.499
O 0.803 -4.836 0.354
N 1.330 -2.750 1.034
H 2.166 -3.085 1.457
H 1.257 -1.763 1.128
H -1.695 -3.801 0.238
H -0.843 -3.206 -1.072
H -1.106 -2.123 0.220
```

Properties
Multiplicity: 2
Orbital gap (alpha / beta) in Ha: 0.304 / 0.171
E_LUMO (alpha / beta) in eV: -4.077 / -7.708
Net charge: +1

Which charges does natural (NBO) predict for the atoms? In e, they are: -0.6823, 0.4665, -0.2124, -0.1948, -0.1691, -0.1677, 0.2017, -0.5570, 0.5295, 0.2454, 0.2417, 0.2527, 0.2493, 0.2766, 0.2667, 0.2474, -0.7259, 0.6704, -0.5671, -0.8308, 0.4057, 0.3642, 0.2622, 0.2420, 0.1851

=====

The records above yield largest force on an atom values of 7.16, 2.48, 5.16, 1.88 eV Å⁻¹, respectively.
The records above yield ΔE to the lowest compared entry with this formula, charge and spin values of 189.65, 18.51, 87.65, 32.40 kcal per mole, respectively.